Record 1
The following is a DFT calculation (ωB97M-V/def2-TZVPD) of a molecular structure, C28H22IN2ORuS2 in a non-equilibrium geometry.

Last column: Mulliken spin population.
Cartesian coordinates (Å):
Ru1 -0.00910 -0.18635 0.09450  2.212
I1 -0.66898 -2.95619 -0.31420  0.130
C1 1.28402 -3.14654 -1.15372  0.078
C2 1.64116 -4.35978 -1.70016  0.005
C3 2.91017 -4.50246 -2.26536  0.006
C4 3.80619 -3.45538 -2.22525  0.098
C5 3.45057 -2.21985 -1.65430  0.006
C6 4.36709 -1.14472 -1.58923  0.226
C7 4.00320 0.08698 -1.06368  0.031
C8 2.71199 0.28290 -0.59806  -0.046
C9 1.76481 -0.75768 -0.61223  0.215
C10 2.13731 -2.03453 -1.12947  -0.089
H1 0.95857 -5.19907 -1.68507  -0.009
H2 3.18443 -5.44052 -2.72804  0.001
H3 4.79839 -3.57777 -2.64183  0.003
H4 5.37797 -1.29334 -1.94956  0.001
H5 4.72232 0.89383 -1.02212  0.004
H6 2.43658 1.25547 -0.19926  -0.013
N1 1.63467 -1.25328 6.96084  0.013
C11 0.66069 -0.60837 6.37445  -0.068
S1 -0.64968 0.03205 7.20119  1.040
C12 0.67420 -0.45931 4.89515  -0.031
C13 1.03908 -1.53025 4.08003  0.005
C14 1.00412 -1.37191 2.70690  0.008
N2 0.61932 -0.22890 2.12130  0.013
C15 0.28562 0.80681 2.90256  0.018
C16 0.29322 0.73254 4.28446  0.025
H7 1.63181 -1.40765 7.96335  0.006
H8 2.45363 -1.56419 6.45427  -0.004
H9 1.31912 -2.49224 4.48939  0.000
H10 1.29766 -2.18280 2.05522  -0.004
H11 -0.00016 1.72855 2.41537  -0.002
H12 0.02850 1.60564 4.86634  0.004
O1 -1.78818 0.70841 0.77764  0.046
S2 -3.01125 1.18097 -0.01345  0.010
C17 -2.68670 2.87349 -0.54062  0.007
C18 -1.40568 3.34214 -0.78166  -0.016
C19 -1.25912 4.60645 -1.32912  0.008
C20 -2.38149 5.37895 -1.60896  0.000
C21 -3.65606 4.90150 -1.34446  0.000
C22 -3.81577 3.63627 -0.79514  0.001
C23 -2.78447 0.38057 -1.61031  0.000
C24 -1.51673 0.04511 -2.07422  0.054
C25 -1.37931 -0.58487 -3.29957  -0.006
C26 -2.50634 -0.85792 -4.06460  -0.002
C27 -3.76733 -0.51264 -3.60196  0.005
C28 -3.91176 0.10408 -2.36513  0.001
H13 -0.52988 2.75449 -0.52913  0.007
H14 -0.27001 4.98836 -1.54241  0.000
H15 -2.25618 6.37173 -2.01989  0.000
H16 -4.52713 5.50541 -1.55737  0.000
H17 -4.80315 3.25310 -0.56502  0.000
H18 -0.58407 0.41436 -1.58192  -0.001
H19 -0.39509 -0.84409 -3.66822  -0.001
H20 -2.39505 -1.33621 -5.02800  0.000
H21 -4.64395 -0.73353 -4.19549  0.000
H22 -4.89379 0.37220 -1.99474  0.000

Results
- LUMO energy (alpha / beta): -9.646 / -11.888 eV
- HOMO level (alpha / beta): -16.214 / -16.412 eV
- Frontier orbital gap (alpha / beta): 6.57 / 4.52 eV
- Charge: +3
- Multiplicity: 5

---

Record 2
The following is a DFT calculation (ωB97M-V/def2-TZVPD) of a molecular structure, C28H22N3O5Rh.

Last column: natural (NBO) charge in e.
Cartesian coordinates (Å):
Rh1 -0.32157 0.07939 -0.32613  0.477
O1 0.91132 3.48343 -2.27338  -0.765
C1 0.45581 2.37480 -1.97808  0.904
O2 0.15853 1.37839 -2.62207  -0.706
C2 1.43063 2.63651 0.31213  -0.070
C3 -0.58382 2.72187 1.83882  0.076
C4 -0.09448 3.62691 2.98845  -0.436
C5 1.18321 2.89830 3.46823  -0.420
C6 1.23054 1.62223 2.59663  0.101
O3 -0.12713 1.44271 2.23082  -0.505
C7 2.11961 1.78152 1.35563  -0.366
C8 2.62016 0.42923 0.79026  0.797
O4 3.78145 0.10842 1.08039  -0.736
O5 1.81304 -0.27145 0.09960  -0.790
H1 2.09197 3.20083 -0.33455  0.229
H2 -1.66364 2.64041 1.73682  0.220
H3 -0.84639 3.67468 3.77709  0.201
H4 0.10762 4.64334 2.65184  0.213
H5 1.10135 2.62580 4.52137  0.198
H6 2.08045 3.50680 3.34779  0.198
H7 1.53067 0.73828 3.15992  0.199
H8 3.01926 2.31035 1.67548  0.216
N1 0.29209 2.10190 -0.43504  -0.506
C9 0.06326 3.19116 0.52751  0.124
C10 -0.35561 4.57464 0.10894  -0.047
C11 0.53207 5.51830 -0.40088  -0.151
C12 0.10244 6.79598 -0.72429  -0.230
C13 -1.22638 7.15879 -0.54713  -0.239
C14 -2.12243 6.22901 -0.04621  -0.229
C15 -1.68637 4.94938 0.27838  -0.156
H9 1.56237 5.24297 -0.56412  0.224
H10 0.81179 7.50800 -1.12971  0.195
H11 -1.56161 8.15565 -0.81061  0.192
H12 -3.16538 6.48857 0.09009  0.197
H13 -2.40801 4.22788 0.63845  0.213
N2 -3.41691 -5.10522 1.98934  -0.356
C16 -2.61254 -4.53191 1.40164  0.311
C17 -1.55627 -3.88610 0.64821  -0.225
C18 -0.50306 -4.65820 0.17210  -0.157
C19 0.47845 -4.02347 -0.56674  -0.267
C20 0.37851 -2.65928 -0.77716  0.087
N3 -0.61166 -1.90782 -0.27278  -0.357
C21 -1.58885 -2.51662 0.41956  0.092
H14 -0.45847 -5.71759 0.38619  0.213
H15 1.32495 -4.56431 -0.96490  0.215
H16 1.12583 -2.11481 -1.33726  0.240
H17 -2.38612 -1.87454 0.76874  0.261
C22 -2.13347 0.38161 -0.27179  -0.046
C23 -3.44930 0.14762 -0.34922  -0.171
C24 -4.34782 0.14478 0.81293  -0.388
C25 -5.68561 -0.13050 0.68136  -0.185
C26 -6.30189 -0.39850 -0.55195  -0.466
C27 -5.46054 -0.38256 -1.68248  -0.192
C28 -4.11656 -0.13429 -1.62481  -0.345
H18 -3.92874 0.35835 1.79032  0.187
H19 -6.29364 -0.12766 1.58451  0.176
H20 -7.35945 -0.61419 -0.62825  0.176
H21 -5.89111 -0.58490 -2.66200  0.176
H22 -3.51780 -0.13139 -2.52709  0.200

Results
- LUMO energy: 4.631 eV
- HOMO level: 0.694 eV
- Frontier orbital gap: 3.94 eV
- Charge: -2

---

Record 3
The following is a DFT calculation (ωB97M-V/def2-TZVPD) of a molecular structure, C28H23AsN2O7PtS in a non-equilibrium geometry.

Last column: Mulliken spin population.
Cartesian coordinates (Å):
Pt1 -0.54898 0.97296 0.26298  1.364
S1 -1.97072 -0.40279 1.72361  0.981
C1 -3.04975 -1.39780 0.77923  -0.039
C2 -3.98352 -2.06750 1.61807  0.155
C3 -4.85819 -2.91398 0.96106  -0.028
C4 -4.96004 -2.98599 -0.40584  0.119
C5 -4.09179 -2.28070 -1.23328  0.022
C6 -3.11359 -1.47038 -0.62890  0.133
As1 -1.69467 -0.80330 -1.72680  0.529
C7 -1.76073 -1.57976 -3.43053  0.097
C8 -2.22369 -0.81386 -4.51194  0.044
C9 -2.58337 -1.49666 -5.65768  -0.009
C10 -2.45860 -2.85369 -5.79144  0.035
C11 -1.87123 -3.57399 -4.78169  -0.012
C12 -1.57406 -2.93695 -3.56846  0.024
C13 -1.68492 1.06101 -1.85657  -0.004
C14 -2.59927 1.94051 -1.26470  0.088
C15 -2.46370 3.30494 -1.50113  0.006
C16 -1.34784 3.77074 -2.23108  0.080
C17 -0.47226 2.91259 -2.86663  -0.009
C18 -0.63619 1.53685 -2.67764  0.074
H1 -3.92035 -2.01965 2.69704  0.001
H2 -5.58375 -3.53955 1.55573  0.001
H3 -5.76044 -3.66900 -0.75234  0.001
H4 -4.06865 -2.41306 -2.29746  0.016
H5 -2.40336 0.25976 -4.41880  0.003
H6 -3.04251 -0.93282 -6.47327  0.000
H7 -2.83528 -3.38198 -6.66788  0.002
H8 -1.71865 -4.71088 -4.83339  0.000
H9 -1.28008 -3.48436 -2.63762  -0.006
H10 -3.41884 1.47608 -0.69928  0.008
H11 -3.08547 4.05630 -1.05519  0.002
H12 -1.28363 4.84701 -2.28292  0.003
H13 0.39859 3.27432 -3.39923  0.001
H14 0.08730 0.88405 -3.21016  -0.007
C19 2.97997 -1.78957 -0.05380  0.016
C20 2.12717 -0.54456 -0.27082  -0.016
C21 2.81452 0.74831 -0.42316  0.022
O1 0.91076 -0.66518 -0.28495  0.154
H15 3.84067 -1.57073 0.61889  0.003
H16 3.42748 -2.12653 -1.00365  -0.002
H17 2.49134 -2.66005 0.32170  0.001
H18 3.83700 0.52178 -0.79330  0.001
H19 3.09459 1.19347 0.49990  -0.004
H20 2.31352 1.45622 -1.04719  -0.019
O2 -0.18649 0.53784 3.49293  0.017
C22 0.72930 1.12177 2.92048  0.003
O3 0.76228 1.60389 1.69593  0.154
C23 2.05141 1.32469 3.60227  -0.006
C24 2.37736 0.85522 4.87477  -0.001
C25 3.59585 1.03254 5.45955  0.001
C26 4.65903 1.63470 4.78166  0.000
C27 4.35220 2.09404 3.53919  0.000
C28 3.07297 2.02493 2.98959  0.005
N1 5.38633 2.93665 2.87394  0.000
O4 6.32180 3.31647 3.50743  0.000
O5 5.15950 3.11097 1.72087  0.000
N2 3.79611 0.39934 6.81261  0.000
O6 2.87816 -0.02741 7.44879  0.000
O7 4.95484 0.35732 7.18298  0.000
H21 1.61778 0.37271 5.51330  0.000
H22 5.62754 1.66382 5.25343  0.000
H23 2.86920 2.50889 2.03077  -0.003

Results
- LUMO energy (alpha / beta): -6.443 / -9.273 eV
- HOMO level (alpha / beta): -14.619 / -14.619 eV
- Frontier orbital gap (alpha / beta): 8.18 / 5.35 eV
- Charge: +2
- Multiplicity: 5

---

Record 4
The following is a DFT calculation (ωB97M-V/def2-TZVPD) of a molecular structure, C28H23BrCl2N7O2Tc.

Last column: Mulliken spin population.
Cartesian coordinates (Å):
Tc1 0.53204 0.01884 -1.30074  1.075
O1 -3.02068 3.88545 0.31786  0.000
C1 -2.02134 4.11203 1.18277  0.001
C2 -2.26435 5.06664 2.16975  0.000
C3 -1.29084 5.38672 3.08688  0.000
C4 -0.04131 4.77008 3.04232  0.000
C5 0.20515 3.80229 2.09905  0.001
C6 -0.77882 3.43306 1.16247  -0.002
C7 -0.56018 2.37561 0.18984  -0.015
O2 0.34216 1.38035 0.34054  0.026
N1 -1.25693 2.34353 -0.91479  -0.004
N2 -0.87900 1.33767 -1.76666  0.024
C8 -1.37413 1.34588 -2.97157  -0.069
C9 -0.74368 0.42085 -3.87659  0.001
C10 -1.06381 0.32266 -5.22898  -0.014
C11 -0.31045 -0.49341 -6.04467  -0.002
C12 0.76709 -1.18677 -5.49648  -0.012
C13 1.03160 -1.05810 -4.15013  0.006
N3 0.28856 -0.29513 -3.33353  -0.014
H1 -2.70333 3.28581 -0.38537  0.000
H2 -3.23043 5.54830 2.17634  0.000
H3 -1.49788 6.13196 3.84156  0.000
H4 0.72954 5.04223 3.74672  0.000
H5 1.17078 3.32533 2.05465  -0.001
H6 -2.11939 2.06997 -3.27385  -0.004
H7 -1.88989 0.89981 -5.61555  0.000
H8 -0.54186 -0.58082 -7.09562  0.000
H9 1.39569 -1.81753 -6.10494  0.000
H10 1.85992 -1.57532 -3.68487  -0.007
C14 1.48355 -3.58987 -1.69303  0.017
C15 2.37575 -2.62185 -1.00046  0.004
N4 2.16475 -1.32858 -0.81164  -0.036
C16 3.25227 -0.84758 -0.09975  0.008
C17 4.11522 -1.86372 0.13213  -0.004
N5 3.54948 -2.97455 -0.44468  0.003
H11 0.68234 -3.06515 -2.20641  -0.012
H12 1.03385 -4.28169 -0.98088  0.001
H13 2.03867 -4.17521 -2.42506  0.001
H14 3.28909 0.16869 0.24379  0.003
H15 5.04887 -1.89637 0.65677  0.000
H16 3.93833 -3.90342 -0.44775  -0.001
Cl1 3.37162 0.75891 3.24561  0.000
C18 1.71474 0.30894 3.53915  0.007
C19 1.41713 -0.26589 4.74855  -0.002
C20 0.11086 -0.63017 5.04692  0.006
C21 -0.86305 -0.39249 4.09950  -0.004
C22 -0.55946 0.19412 2.87624  -0.003
Cl2 -1.95598 0.39161 1.82574  0.000
C23 0.75149 0.58109 2.52360  -0.006
N6 1.32031 1.17954 1.43460  0.038
H17 2.21567 -0.42073 5.45972  0.000
H18 -0.13805 -1.07498 5.99755  0.000
H19 -1.89317 -0.65024 4.29685  0.000
Br1 -3.45363 -4.83780 1.01462  0.001
C24 -2.37696 -3.44942 0.36575  0.007
C25 -1.29208 -3.00028 1.10390  -0.005
C26 -0.51895 -1.98181 0.58332  0.044
N7 -0.77888 -1.41343 -0.60532  -0.055
C27 -1.84425 -1.84023 -1.30227  0.028
C28 -2.66435 -2.85499 -0.85760  -0.002
H20 -1.05602 -3.41348 2.07282  0.000
H21 0.33386 -1.59796 1.13042  -0.026
H22 -2.03805 -1.33929 -2.23980  -0.003
H23 -3.50919 -3.16968 -1.44930  0.000

Results
- LUMO energy (alpha / beta): -4.040 / -3.976 eV
- HOMO level (alpha / beta): -9.369 / -9.372 eV
- Frontier orbital gap (alpha / beta): 5.33 / 5.40 eV
- Charge: +1
- Multiplicity: 2